A 3-piece molecular cluster, C30H31N3O7 overall. Source: the Open Molecules 2025 dataset; level of theory: the ωB97M-V functional and the def2-TZVPD basis.

```
71
Properties=species:S:1:pos:R:3:mulliken_charge:R:1
O -0.93627 0.71647 5.02654 -0.461
O -2.68436 -2.46529 4.86463 -0.543
O -2.57458 6.54941 -1.29818 -0.370
O -3.67710 -3.93904 0.66664 -0.533
O -2.52622 4.69203 -2.46430 -0.525
O 2.82036 -0.97217 -3.08853 -0.556
O 3.19553 -2.37543 -1.45002 -0.211
N 0.10999 -1.35735 4.44508 -0.622
N -3.47120 -3.41687 2.90883 -0.287
N 4.41824 0.49280 2.94464 -0.631
C -2.58315 4.37963 -0.11405 -0.894
C -2.58378 5.20645 -1.38085 0.724
C 4.34921 -2.71350 -3.60904 -1.267
C -1.59471 -1.67503 -1.66932 0.612
C 2.95174 -1.40884 3.18249 -0.371
C -3.04819 -3.44140 1.55375 0.194
C -2.94502 1.97864 -3.46185 -1.261
C -3.34117 -0.07702 -2.07949 -0.876
C 2.30644 0.37863 1.78290 -0.423
C -1.12634 -2.93536 -0.96211 -1.686
C -2.80697 7.25973 -0.07860 -0.436
C -1.38265 -2.39634 2.81484 0.363
C 3.50415 0.98940 2.11478 -0.444
C 0.72091 -1.54453 2.05412 0.023
C 0.38088 -1.94873 0.76874 -0.402
C -0.82790 -2.57574 0.47863 0.428
C -0.18549 -1.77449 3.09331 0.277
C 3.66123 -3.62913 -0.94105 -0.377
C -1.17189 0.23857 -3.05557 -0.984
C -1.54413 7.40489 0.74460 -0.929
C -0.42323 -0.29491 4.74293 0.670
C -2.90444 -1.24705 -1.48245 -0.233
C -1.70583 -2.79880 1.52319 -0.074
C 5.10175 -3.55351 -0.48134 -1.180
C -2.52663 -2.72621 3.70908 0.281
C 1.99631 -0.85238 2.34008 0.266
C 3.38434 -1.96478 -2.72123 0.848
C 4.11344 -0.70810 3.44114 -0.467
C -0.72841 -0.93524 -2.45913 -0.351
C -2.46941 0.68079 -2.85674 1.264
H -3.16042 8.24126 -0.38901 0.300
H -1.15376 6.43640 1.05728 0.263
H 3.49858 -4.42489 -1.66965 0.443
H 4.46423 -3.76494 -3.35778 0.405
H -1.73800 8.00108 1.63638 0.348
H -1.55427 4.11923 0.13091 0.231
H -2.16718 2.39820 -4.09156 0.262
H -3.04309 4.86859 0.74069 0.334
H -3.89273 1.86070 -3.98040 0.394
H 0.28753 -1.28737 -2.57773 0.318
H -1.93232 -3.66181 -0.97231 0.655
H -3.13948 3.46472 -0.30528 0.251
H -0.22117 -3.31530 -1.42837 0.441
H 3.73149 1.95025 1.67084 0.410
H -4.36579 0.23632 -1.93293 0.432
H 5.77550 -3.32012 -1.30582 0.294
H -0.76795 7.89438 0.15682 0.298
H 5.32042 -2.22308 -3.55900 0.301
H -4.38431 -2.99137 3.03327 0.275
H 2.78848 -2.37215 3.64198 0.479
H 5.21569 -2.76740 0.26544 0.300
H 3.01498 -3.84486 -0.09061 0.341
H 1.06748 -1.74978 -0.04513 0.707
H -3.08412 2.70152 -2.65309 0.154
H -3.61821 6.79903 0.48678 0.383
H -3.57091 -1.82783 -0.85940 0.401
H 1.62519 0.86189 1.09762 0.532
H 5.41088 -4.50239 -0.04278 0.395
H 4.84847 -1.15409 4.09915 0.387
H -0.47939 0.79168 -3.67427 0.397
H 3.97871 -2.65808 -4.62919 0.315
```

## Properties
E_tot = -50416.862 eV
E_HOMO = -8.504 eV
lowest unoccupied orbital energy = -0.024 Eh